No. 1
# C2H4N2S3

C2H4N2S3 in the gas phase in a non-equilibrium geometry (ωB97M-V/def2-TZVPD, OMol25).

The geometry in XYZ format:
```
11
Properties=species:S:1:pos:R:3
C 1.764 -0.676 -0.238
C -1.084 0.267 0.534
N 1.159 0.527 -0.708
N -0.231 0.506 -0.580
S -1.083 1.953 -0.303
S 2.516 0.728 0.590
S -2.457 -0.877 0.358
H 1.285 -1.373 0.288
H 2.300 -1.209 -1.056
H -0.795 0.246 1.493
H -3.374 -0.091 -0.377
```

LUMO energy = -0.05 eV
SMILES = S[C@@H]1SN1N1CS1
maximum force = 0.0975 Eh/bohr
HOMO-LUMO gap = 0.3207 Ha
E_HOMO = -8.7787 eV
net charge = 0

=====

No. 2
# C6H4N3O5

A gas-phase ion, C6H4N3O5 (charge -1) in a non-equilibrium geometry (ωB97M-V/def2-TZVPD, OMol25).

The geometry in XYZ format:
```
18
Properties=species:S:1:pos:R:3
C -0.308 -0.439 1.893
C 1.702 -0.959 0.072
C 0.188 2.470 1.390
C 0.187 -1.082 -1.634
C 0.407 -0.447 0.561
C -1.679 0.119 -0.779
N 0.097 0.690 1.453
N 1.450 -1.604 -1.154
N -0.450 -0.637 -0.545
O -1.010 -1.126 2.566
O 2.843 -0.967 0.586
O -0.596 2.849 0.606
O -0.170 -1.202 -2.771
O 1.035 2.748 2.154
H -2.365 0.057 0.062
H -1.509 1.172 -0.856
H -2.126 -0.126 -1.851
H 2.304 -1.516 -1.752
```

LUMO energy (spin up / spin down) = 3.44 / 0.47 eV
maximum force = 0.1066 Eh/bohr
HOMO-LUMO gap (spin up / spin down) = 0.1654 / 0.2260 Ha
expectation value of S² = 2.008
E_HOMO (spin up / spin down) = -1.0619 / -5.6830 eV
2S+1 = 3
net charge = -1

=====

No. 3
# C2H5N2

A gas-phase ion, C2H5N2 (charge +1) in a non-equilibrium geometry (ωB97M-V/def2-TZVPD, OMol25).

The geometry in XYZ format:
```
9
Properties=species:S:1:pos:R:3
C 0.645 0.558 0.352
C -0.869 -1.144 -0.369
N 0.285 -0.538 -0.387
N -0.213 1.275 0.877
H 1.742 0.859 0.223
H -1.062 -1.771 -1.227
H -1.537 -0.759 0.313
H 1.044 -0.683 -0.972
H -0.034 2.205 1.190
```

LUMO energy = -6.67 eV
SMILES = [H]/N=C/[NH+]=C
maximum force = 0.0977 Eh/bohr
HOMO-LUMO gap = 0.3373 Ha
E_HOMO = -15.8429 eV
net charge = +1

=====

No. 4
# C3HN2O4S

2 unconnected molecules or ions with the total composition C3HN2O4S in a non-equilibrium geometry (ωB97M-V/def2-TZVPD, OMol25).

The geometry in XYZ format:
```
11
Properties=species:S:1:pos:R:3
C 1.650 0.905 -0.052
C -0.844 -1.198 -1.577
C 0.351 0.775 0.380
N 2.718 1.070 -0.467
N -0.081 -0.348 0.990
O 0.560 -1.440 1.127
O -1.997 -1.070 -1.482
O -1.291 -0.189 1.518
O -0.517 1.727 0.337
S 0.668 -1.462 -1.757
H -1.217 1.229 0.983
```

LUMO energy = 3.24 eV
maximum force = 0.0662 Eh/bohr
HOMO-LUMO gap = 0.2497 Ha
E_HOMO = -3.5547 eV
net charge = -1

=====

No. 5
# C5H10ClN

2 unconnected molecules or ions with the total composition C5H10ClN in a non-equilibrium geometry (ωB97M-V/def2-TZVPD, OMol25).

The geometry in XYZ format:
```
17
Properties=species:S:1:pos:R:3
C -0.690 1.565 0.966
C -0.121 0.967 -0.074
C -0.207 1.644 -1.499
C 0.880 -0.900 1.267
C 0.856 -0.032 0.316
N -0.620 -2.747 -0.140
Cl 2.217 0.308 -0.640
H -0.362 1.461 2.047
H -1.471 2.286 0.857
H -0.843 2.511 -1.719
H 0.787 1.963 -1.740
H -0.312 0.803 -2.200
H 0.008 -0.875 1.902
H 1.838 -1.087 1.597
H -1.650 -2.670 -0.772
H -0.392 -2.099 0.579
H 0.082 -3.097 -0.745
```

LUMO energy = 0.53 eV
SMILES = C=C(C)C(=C)Cl.N
maximum force = 0.1242 Eh/bohr
HOMO-LUMO gap = 0.3463 Ha
E_HOMO = -8.8940 eV
net charge = 0

=====

No. 6
# C14H22O5PV

A molecular structure, C14H22O5PV in a non-equilibrium geometry (ωB97M-V/def2-TZVPD, OMol25).

The geometry in XYZ format:
```
43
Properties=species:S:1:pos:R:3
O 0.038 2.199 -2.792
C -0.074 1.116 -2.436
V 0.261 -0.687 0.195
O 0.235 2.382 0.825
C 0.224 1.256 0.510
C -0.809 -2.215 -0.641
O -1.501 -3.114 -0.990
C 2.136 -0.576 -0.284
O 3.290 -0.387 -0.378
C -1.697 -0.386 -0.243
O -2.834 -0.219 -0.481
H 0.357 -1.606 -1.162
C 1.258 -3.891 1.233
C 0.213 -3.417 2.248
C 0.505 -4.012 3.624
P -0.016 -1.589 2.238
C -1.715 -1.215 2.857
C -2.141 -2.026 4.077
C -1.902 0.293 3.077
C 1.213 -0.771 3.364
C 0.851 -0.806 4.853
C 2.650 -1.269 3.150
H 2.235 -3.430 1.413
H 0.963 -3.690 0.200
H 1.372 -4.977 1.343
H -0.774 -3.785 1.922
H 1.489 -3.725 4.006
H -0.243 -3.765 4.384
H 0.504 -5.107 3.526
H -2.354 -1.519 2.013
H -1.494 -1.845 4.937
H -3.148 -1.708 4.366
H -2.179 -3.101 3.883
H -2.077 0.829 2.135
H -2.783 0.441 3.716
H -1.040 0.754 3.575
H 1.176 0.286 3.039
H 0.779 -1.833 5.236
H 1.659 -0.305 5.410
H -0.076 -0.270 5.081
H 3.003 -1.120 2.120
H 3.307 -0.684 3.812
H 2.765 -2.328 3.418
```

LUMO energy (spin up / spin down) = -10.36 / -10.10 eV
maximum force = 0.1762 Eh/bohr
HOMO-LUMO gap (spin up / spin down) = 0.2541 / 0.2685 Ha
expectation value of S² = 2.034
E_HOMO (spin up / spin down) = -17.2754 / -17.4007 eV
2S+1 = 3
net charge = +2